Entry 1:
# C10H40AsF6N20O10

C10H40AsF6N20O10 as an isolated structure (ωB97M-V with the def2-TZVPD basis set, the OMol25 dataset).

```
! RIJCOSX wB97M-V def2-TZVPD def2/J DEFGRID3
* xyz -1 1
As 3.9472 23.2424 15.6118
F 4.6499 21.5261 15.6834
F 4.7729 23.6471 14.0614
F 3.2165 24.8825 15.6493
F 3.3221 22.9952 17.2906
F 5.4491 23.8300 16.4211
F 2.4666 22.6941 14.7413
C -5.2606 22.6831 15.0833
O -6.1730 22.0879 14.6386
N -4.1747 23.0315 14.4745
N -5.3054 23.2760 16.2031
H -3.2859 23.3313 14.8492
H -4.2458 22.6530 13.5408
H -4.6454 24.0181 16.3866
H -6.1912 23.2144 16.6846
C 0.5826 29.1336 21.2980
O -0.5606 28.8585 21.0508
N 1.5926 28.3540 21.0161
N 0.9699 30.0332 22.1480
H 2.5204 28.7510 21.0574
H 1.3865 27.4541 20.6066
H 1.9528 30.1248 22.3614
H 0.2212 30.6373 22.4557
C 9.9480 27.8674 12.2809
O 10.7693 28.6725 12.7187
N 9.8135 26.6930 12.7629
N 9.1361 28.0676 11.2729
H 9.3208 26.0475 12.1622
H 10.2917 26.3009 13.5614
H 8.8062 29.0162 11.1657
H 8.5085 27.3470 10.9457
C -1.5449 29.4572 12.9135
O -1.5423 28.6694 11.9314
N -2.2884 30.4405 13.1422
N -0.7095 29.3863 13.8889
H -2.8640 30.7529 12.3734
H -2.2192 30.7747 14.0928
H 0.0180 28.6859 13.9023
H -0.7608 30.1299 14.5705
C 7.1955 19.0612 21.4078
O 6.8932 20.2018 21.5112
N 7.2769 18.0598 22.2757
N 7.4192 18.5067 20.2239
H 7.6847 17.1869 21.9728
H 7.2371 18.3624 23.2385
H 7.2307 19.0456 19.3908
H 7.7348 17.5639 20.0459
C 1.3114 16.4279 19.2614
O 0.4792 15.5592 19.0113
N 1.2726 17.2531 20.2961
N 2.4198 16.6410 18.6908
H 0.5137 17.1845 20.9590
H 2.0014 17.9456 20.3941
H 2.6616 15.8902 18.0599
H 3.0003 17.4099 18.9940
C 12.7415 24.3430 18.4704
O 13.6857 23.6341 18.4903
N 11.5148 23.9358 18.2584
N 12.7466 25.6611 18.5628
H 10.7754 24.6178 18.3491
H 11.3278 22.9868 18.5490
H 13.6052 26.1709 18.7144
H 11.8846 26.1242 18.3125
C 5.7954 13.1923 14.3562
O 5.4418 12.4394 13.4935
N 5.5498 12.9451 15.5575
N 6.5107 14.2436 14.1505
H 5.0760 12.0701 15.7304
H 6.0556 13.4063 16.3002
H 6.5910 14.5168 13.1815
H 6.8143 14.9098 14.8463
C 3.9632 25.9085 7.6930
O 5.0171 25.3247 7.6884
N 3.3515 26.1144 8.7623
N 3.3773 26.3590 6.6485
H 3.7916 25.4700 9.4035
H 2.3475 26.2106 8.7079
H 2.5628 26.9396 6.7882
H 3.8794 26.3692 5.7722
C 1.1448 20.3376 9.1982
O 1.3547 20.1444 8.0009
N 2.0586 20.2248 10.0479
N 0.1362 20.9807 9.7240
H 2.8966 19.7399 9.7601
H 1.9943 20.5181 11.0123
H -0.4399 21.3392 8.9759
H 0.2193 21.5353 10.5640
*
```

As for the orbital gap: 9.3 eV.

Here are the Mulliken charges for atoms 1 to 8, given in e: number 1, As, carries 2.010; number 2, F, carries -0.526; number 3, F, carries -0.497; number 4, F, carries -0.497; number 5, F, carries -0.495; number 6, F, carries -0.502; number 7, F, carries -0.496; number 8, C, carries 0.607

Entry 2:
# CH3N2O

A 2-piece molecular cluster, CH3N2O overall (ωB97M-V with the def2-TZVPD basis set, the OMol25 dataset).

```
! RIJCOSX wB97M-V def2-TZVPD def2/J DEFGRID3
* xyz 1 3
C -0.3925 0.9998 -1.0512
N 0.4798 -2.3959 2.3580
N 0.3193 -1.5751 1.6490
O 0.6323 0.7444 -0.4313
H -0.4180 1.9252 -1.6415
H -1.2919 0.3684 -1.0541
H 0.6710 -0.0669 0.1712
*
```

As for the orbital gap (spin up / spin down): 11.1 / 7.0 eV. As for the expectation value of S²: 2.00.

Quick look at the natural (NBO) charges, all values in e: number 1, C, carries -0.068; number 2, N, carries 0.147; number 3, N, carries -0.113; number 4, O, carries -0.326; number 5, H, carries 0.370; number 6, H, carries 0.387; number 7, H, carries 0.603

Entry 3:
# C2H8N2

A 2-piece molecular cluster, C2H8N2 overall (ωB97M-V with the def2-TZVPD basis set, the OMol25 dataset).

```
! RIJCOSX wB97M-V def2-TZVPD def2/J DEFGRID3
* xyz 0 1
N 4.2518 1.7831 -0.3669
H 4.0141 1.4182 -1.2417
H 4.2987 0.9731 0.2642
H 5.2541 1.8749 -0.5596
C -0.6174 -0.5905 -0.0427
C -2.9932 -0.4690 0.3838
N -2.0001 -1.2427 0.1499
H -0.6964 0.1598 -0.8091
H -0.0071 -1.4679 -0.3874
H -0.2691 -0.1488 0.9289
H -2.9472 0.5126 0.0992
H -3.7450 -0.7489 1.1778
*
```

As for the orbital gap: 10.0 eV. Its structure (SMILES) is C=NC.N.

Here are the natural (NBO) charges for atoms 1 to 8, given in e: number 1, N, carries -1.037; number 2, H, carries 0.345; number 3, H, carries 0.349; number 4, H, carries 0.344; number 5, C, carries -0.453; number 6, C, carries -0.061; number 7, N, carries -0.402; number 8, H, carries 0.186

Entry 4:
# C4H7F2NO4S2

C4H7F2NO4S2 as an isolated structure (ωB97M-V with the def2-TZVPD basis set, the OMol25 dataset).

```
! RIJCOSX wB97M-V def2-TZVPD def2/J DEFGRID3
* xyz 0 1
C -0.2813 0.3558 -0.1440
C 1.1435 -0.2457 0.1426
C -0.3511 0.1041 -2.6372
C -1.1020 -0.2961 -1.3622
N 0.0150 0.5279 2.4825
O -1.4321 -1.2686 1.5269
O -2.1809 1.0790 1.4542
O 2.4773 0.7244 2.2791
O 1.6588 -1.5527 2.4702
F 1.2243 -1.6192 -0.0624
F 2.2300 0.3055 -0.4441
S -1.1504 0.1069 1.4187
S 1.4720 -0.2592 1.9383
H -0.2622 1.4453 -0.3582
H 0.6406 -0.2710 -2.4526
H -0.2658 1.1833 -2.8716
H -0.7026 -0.3785 -3.6741
H -1.0619 -1.4168 -1.1953
H -2.1881 -0.0237 -1.3786
H 0.1171 1.4993 2.8678
*
```

As for the orbital gap: 12.0 eV.

Here are the natural (NBO) charges for atoms 1 to 8, given in e: number 1, C, carries -0.566; number 2, C, carries 0.457; number 3, C, carries -0.625; number 4, C, carries -0.403; number 5, N, carries -1.113; number 6, O, carries -0.896; number 7, O, carries -0.925; number 8, O, carries -0.910

Entry 5:
# C3H4O3

One molecule with the formula C3H4O3 (ωB97M-V with the def2-TZVPD basis set, the OMol25 dataset).

```
! RIJCOSX wB97M-V def2-TZVPD def2/J DEFGRID3
* xyz 0 1
O 0.7524 -1.1717 -1.6273
C 0.6592 -0.1747 -0.7051
C 0.0586 -0.3286 0.5994
O 1.4396 -0.2373 0.5146
C -1.4057 1.4179 0.3644
O -0.6297 0.7646 1.1962
H 0.3319 -1.9721 -1.2887
H 0.6812 0.8046 -1.1707
H -0.3408 -1.2659 0.9876
H -1.8788 2.1714 1.0339
*
```

As for the orbital gap: 9.4 eV.

Here are the natural (NBO) charges for atoms 1 to 8, given in e: number 1, O, carries -0.671; number 2, C, carries 0.318; number 3, C, carries 0.288; number 4, O, carries -0.478; number 5, C, carries 0.092; number 6, O, carries -0.473; number 7, H, carries 0.479; number 8, H, carries 0.194

Entry 6:
# C6H9ClN3O4

A 4-piece molecular cluster, C6H9ClN3O4 overall (ωB97M-V with the def2-TZVPD basis set, the OMol25 dataset).

```
! RIJCOSX wB97M-V def2-TZVPD def2/J DEFGRID3
* xyz -1 1
Cl -19.8614 -10.0489 14.0151
O -20.0619 -10.6330 12.7421
O -18.5746 -9.4316 14.1322
O -21.0157 -9.2397 14.4112
O -19.7933 -11.1286 14.9568
C -20.1142 -9.9651 17.6997
C -20.0522 -11.4038 17.9996
N -20.0831 -12.5419 18.2406
H -19.3187 -9.5624 17.0727
H -20.2316 -9.3146 18.5664
H -20.9525 -9.8285 17.0165
C -22.2040 -12.8376 11.1106
C -22.5089 -12.6241 9.6544
N -22.8066 -12.4235 8.5363
H -21.1621 -12.7461 11.4176
H -22.5674 -13.7683 11.5464
H -22.7629 -12.0680 11.6430
C -19.5525 -9.1998 9.7612
C -20.8890 -8.6571 10.1857
N -21.9069 -8.2917 10.5367
H -19.2640 -9.2139 8.7102
H -19.4925 -10.2195 10.1416
H -18.8382 -8.6500 10.3740
*
```

As for the orbital gap: 9.3 eV.

Here are the natural (NBO) charges for atoms 1 to 8, given in e: number 1, Cl, carries 2.561; number 2, O, carries -0.893; number 3, O, carries -0.867; number 4, O, carries -0.864; number 5, O, carries -0.924; number 6, C, carries -0.747; number 7, C, carries 0.329; number 8, N, carries -0.384

For each record above, in turn, the calculated F_max values are 8.2, 4.0, 3.5, 5.1, 0.5, 3.5 eV/Å.
For each record above, in turn, the calculated energy above the lowest of the compared OMol25 structures with the same formula, charge and spin values are 1099.3, 16.2, 176.3, 0.0, 484.9, 37.4 kJ/mol.